1.
# C20H55LiO11

A structure of composition C20H55LiO11 at a distorted geometry (ωB97M-V with the def2-TZVPD basis set, the Open Molecules 2025 dataset).

Properties
Relative energy (zero: lowest compared OMol25 entry of this formula, charge and spin), eV: 4.428
LUMO energy, eV: -1.3
Frontier orbital gap, eV: 7.094
E_HOMO, eV: -8.4
Energy, eV: -44353.776

```
! wB97M-V def2-TZVPD RIJCOSX def2/J DEFGRID3
* xyz 0 1
Li 3.465 2.883 2.275
C 0.340 0.741 0.987
C 1.211 1.660 0.186
O 2.444 2.078 0.715
H 0.032 1.236 1.908
H 0.766 -0.230 1.239
H -0.609 0.707 0.451
H 0.553 2.487 -0.079
H 1.254 1.178 -0.791
C -2.864 1.170 -2.301
C -3.743 2.355 -2.128
C -4.346 2.342 -0.789
O -2.978 3.393 -2.292
H -3.496 0.284 -2.369
H -2.104 1.177 -1.519
H -2.322 1.125 -3.245
H -4.550 2.330 -2.860
H -5.164 3.062 -0.826
H -3.619 2.522 0.003
H -4.790 1.395 -0.482
H -3.117 4.012 -1.571
C 2.959 -3.301 1.852
C 1.942 -3.755 2.919
C 1.350 -2.636 3.853
O 0.947 -4.580 2.373
H 3.741 -2.717 2.336
H 2.539 -2.575 1.156
H 3.399 -4.205 1.430
H 2.501 -4.375 3.620
H 0.818 -2.950 4.751
H 0.578 -2.021 3.391
H 2.063 -1.939 4.292
H 0.433 -4.035 1.773
C -0.984 0.264 5.459
C -1.066 1.765 5.343
C -2.028 2.232 4.174
O -1.463 2.388 6.554
H -1.887 -0.137 5.921
H -0.087 -0.008 6.015
H -0.762 -0.179 4.488
H -0.004 2.007 5.288
H -2.805 1.469 4.205
H -1.630 2.169 3.161
H -2.439 3.236 4.276
H -2.019 1.692 6.912
C 0.602 -1.111 -3.046
C -0.461 -2.137 -3.418
C 0.186 -3.556 -3.642
O -1.187 -2.255 -2.303
H 1.167 -1.427 -2.169
H 0.192 -0.133 -2.795
H 1.280 -0.906 -3.875
H -1.003 -1.841 -4.317
H -0.532 -4.133 -4.225
H 0.510 -3.944 -2.676
H 1.188 -3.507 -4.068
H -2.071 -2.123 -2.652
C 0.090 3.503 -3.022
C 0.060 4.349 -4.336
O 0.241 5.790 -3.976
O 1.520 3.342 -2.737
H -0.213 2.481 -3.251
H -0.372 3.868 -2.105
H -0.858 4.143 -4.886
H 0.812 4.001 -5.045
H -0.596 6.183 -4.233
H 1.724 2.456 -2.430
C 4.111 0.384 -1.766
C 5.292 -0.142 -0.831
O 6.553 0.227 -1.124
O 3.950 1.759 -1.609
H 3.168 -0.045 -1.426
H 4.466 0.044 -2.738
H 5.242 -1.231 -0.798
H 5.102 0.236 0.173
H 6.863 0.716 -0.358
H 3.458 1.794 -0.785
C -2.056 -2.480 0.592
C -3.121 -3.582 0.383
O -3.141 -4.565 1.378
O -0.786 -2.999 0.371
H -1.914 -1.924 1.519
H -2.097 -1.689 -0.157
H -2.773 -4.122 -0.498
H -4.131 -3.186 0.279
H -2.331 -5.009 1.117
H -0.593 -2.947 -0.568
*
```

***

2.
# C4H5IN2

A cluster of 2 separate species, C4H5IN2 in total at a distorted geometry (ωB97M-V with the def2-TZVPD basis set, the Open Molecules 2025 dataset).

Properties
Relative energy (zero: lowest compared OMol25 entry of this formula, charge and spin), eV: 2.429
LUMO energy, eV: -0.2
SMILES: CC(I)=C=N.C#N
Frontier orbital gap, eV: 8.381
E_HOMO, eV: -8.6
Energy, eV: -15307.115

```
! wB97M-V def2-TZVPD RIJCOSX def2/J DEFGRID3
* xyz 0 1
C 0.225 1.007 1.102
C -0.734 -2.256 0.269
C -0.022 0.690 -1.456
C 0.602 0.705 -0.101
N 0.043 1.462 2.201
N -1.713 -1.744 0.510
I 2.482 -0.325 -0.167
H 0.321 -2.660 0.045
H -0.527 1.010 2.863
H -0.360 1.735 -1.664
H 0.628 0.361 -2.154
H -0.946 0.016 -1.448
*
```